C16H13N3O7Ru as an isolated structure in a non-equilibrium geometry. Source: the Open Molecules 2025 dataset; level of theory: ωB97M-V with the def2-TZVPD basis set.

Output
<S²>   0.754
Kohn-Sham gap (alpha / beta)   8.17 / 7.77 eV
HOMO level (alpha / beta)   -5.50 / -5.31 eV
Energy relative to the best compared isomer or geometry (same formula, charge and spin)   0.0 kcal/mol

Geometry as ORCA input:
```
! wB97M-V def2-TZVPD RIJCOSX def2/J DEFGRID3
* xyz -1 2
O -0.62699 0.40953 0.14390
C -0.41936 1.30734 -0.73398
O 0.87274 -1.42298 3.88646
H -0.39668 5.91493 -1.34982
C -0.63520 2.71956 -0.25080
H 5.03797 -1.81488 1.26588
N 1.32422 -1.38848 0.41534
O 0.21135 -5.41589 1.24595
O -0.56745 -1.68497 2.18365
H 4.28733 -1.60573 -1.10844
C 3.04307 -1.65378 2.03475
H 3.28768 -1.73724 3.08380
H -1.19890 6.34635 0.94977
C 1.70995 -1.51118 1.68320
H -2.67293 -1.77142 -3.20548
H -2.53950 -0.24554 -2.31701
C 3.57775 -1.57928 -0.29345
C -2.37507 -1.32334 -2.25882
C -0.38902 3.78438 -1.10901
O -2.72157 -1.80536 0.02552
C -3.26575 -1.85848 -1.15016
H -1.63429 4.45299 2.48012
N -0.16336 -3.57490 -0.21675
C -0.58975 5.08710 -0.67860
C -1.08261 2.96323 1.04245
O -4.38892 -2.25789 -1.39196
H -0.58710 -2.37976 -2.35942
H -0.41144 -0.70713 -2.15602
C 2.23198 -1.42792 -0.56038
O -0.03604 1.12996 -1.90365
H -1.26576 2.12028 1.69526
C 0.59055 -1.53439 2.70307
Ru -0.73701 -1.67189 0.13930
C -1.03951 5.32918 0.61305
C 3.98828 -1.69349 1.02919
H -0.04196 3.56699 -2.11040
C 0.01180 -4.47513 0.55700
C -1.28476 4.26638 1.47252
H 1.85889 -1.31297 -1.56882
N -0.96263 -1.54420 -1.92723
*
```

Charges per atom according to Löwdin partitioning, unit e: -0.1304 -0.5718 0.0425 0.0940 -0.1308 0.1046 -0.0194 0.0615 -0.1232 0.1018 0.0125 0.1201 0.0932 -0.1627 0.1181 0.1257 -0.0528 -0.1320 -0.0301 -0.1642 -0.6424 0.0980 -0.0423 -0.0946 -0.0160 0.0385 0.0892 0.0507 -0.0996 -0.0128 0.1188 -0.6023 1.3660 -0.1053 -0.0550 0.1098 -0.5016 -0.0852 0.1106 -0.0812



C17H21N2O as an isolated structure in a non-equilibrium geometry. Source: the Open Molecules 2025 dataset; level of theory: ωB97M-V with the def2-TZVPD basis set.

Output
Kohn-Sham gap   5.92 eV
HOMO level   -10.01 eV
Energy relative to the best compared isomer or geometry (same formula, charge and spin)   130.6 kcal/mol

Geometry as ORCA input:
```
! wB97M-V def2-TZVPD RIJCOSX def2/J DEFGRID3
* xyz 1 1
H -3.11590 -1.08511 0.25790
C -1.01139 -2.25671 2.35034
H -0.71367 1.31927 0.73011
H -3.07045 0.09019 1.61877
H 4.63579 -1.67891 1.90443
H 3.14999 -3.50057 1.06171
H -1.89000 -2.53059 2.94152
C -0.88257 0.77698 -0.20069
H 1.37397 1.13146 1.58265
C 1.78505 0.13254 1.45422
O -2.30831 0.58574 -2.04748
H 3.71817 0.61807 2.25586
C 3.60621 -1.45506 1.63208
C 0.65973 2.44944 -1.37465
H 0.83432 -2.96780 0.37245
N 0.12522 1.20547 -1.27204
H 0.29967 3.22524 -0.69418
H -0.70820 -3.15702 1.80845
H -4.22326 1.33213 -0.47125
C 2.78124 -2.47328 1.14233
C 1.65104 2.67916 -2.33458
H -3.20317 2.47184 0.41497
H -0.20835 -2.00268 3.04612
H 1.27847 -0.26565 -4.03727
C -3.33612 1.97746 -0.53514
C 3.10414 -0.16640 1.81482
H -0.41471 -0.50880 -2.29325
H 2.66413 1.86499 -4.10078
C -0.48775 -0.51032 0.63778
N -1.36627 -1.14206 1.43931
C 1.19956 0.51637 -3.28419
C -2.80058 -0.93189 1.30319
C -2.21491 1.09431 -0.93926
C 1.46264 -2.17069 0.77707
H -0.84442 -0.53343 -0.58847
C 0.95930 -0.85665 0.92188
H 2.18436 3.63025 -2.34270
C 0.28816 0.31411 -2.27739
C 1.92682 1.70810 -3.30419
H -3.57353 2.72512 -1.31564
H -3.31445 -1.65464 1.94520
*
```

Charges per atom according to Löwdin partitioning, unit e: 0.0974 -0.0285 0.1472 0.0984 0.1110 0.1157 0.0881 -0.1934 0.1111 -0.0326 0.0843 0.1102 -0.0694 0.0232 0.1174 0.0228 0.1528 0.0798 0.1056 -0.0547 -0.0031 0.0814 0.0991 0.1332 -0.0013 -0.0632 0.1349 0.1335 -0.2407 -0.1870 0.0104 -0.0316 -0.3811 -0.0398 0.1383 -0.1828 0.1265 -0.0198 0.0020 0.1117 0.0930



C11H24ClO3P2V as an isolated structure in a non-equilibrium geometry. Source: the Open Molecules 2025 dataset; level of theory: ωB97M-V with the def2-TZVPD basis set.

Output
<S²>   2.316
Kohn-Sham gap (alpha / beta)   7.18 / 7.70 eV
HOMO level (alpha / beta)   -16.29 / -16.29 eV

Geometry as ORCA input:
```
! wB97M-V def2-TZVPD RIJCOSX def2/J DEFGRID3
* xyz 2 3
H -1.43190 -3.21959 2.28514
V -0.36023 -0.05787 1.36588
C -2.19116 -0.19705 2.61951
H -1.42442 2.91777 -1.41801
H -1.27262 -4.35342 0.91093
H -2.70488 0.71291 2.96785
H 1.34614 -4.16188 0.79639
H 2.24563 -2.63737 0.41567
H -2.43212 -2.99089 0.82913
C -0.76232 -0.35799 3.33868
H -2.29174 -0.13671 1.51385
H -1.07573 -2.46718 -1.80524
C 1.47997 0.06272 1.07939
H 1.63547 2.80392 2.11900
H 1.56774 -2.88710 2.05615
O 0.94570 0.42163 -2.91053
H -2.80716 -1.09044 2.82187
O 2.63048 0.11113 0.84370
H -0.06888 -1.53318 -4.98004
P -0.30759 2.34214 0.67994
H 1.13238 -0.33115 -5.47276
C -0.16198 -2.80658 -1.30327
C -0.49905 3.22208 -0.92168
C 0.01413 0.10634 -3.62307
Cl -1.64524 0.44204 -3.30506
H 2.06030 2.83398 0.38232
O -0.26065 -0.56062 4.40242
H -1.40159 2.95001 2.76158
C 1.40904 -3.07599 0.98382
H 0.69764 -2.36863 -1.82847
H -2.54484 2.84382 1.39802
C 1.31236 3.15051 1.12718
C 0.14573 -0.46255 -5.02160
C -1.45276 -3.31278 1.19590
H -0.51119 4.31097 -0.76392
H 0.33930 2.97294 -1.58245
H -0.09467 -3.90516 -1.36414
H -0.61051 -0.02849 -5.68321
H 1.20874 4.24840 1.11647
C -1.55541 3.19597 1.70713
P -0.17269 -2.24457 0.45140
H -1.48224 4.27622 1.55482
*
```

Charges per atom according to Löwdin partitioning, unit e: 0.0546 0.4002 -0.0613 0.0349 0.0744 0.1135 0.0778 0.0589 0.0617 -0.2739 0.0626 0.0468 -0.1893 0.0566 0.0616 0.0069 0.1206 0.1875 0.0923 0.8287 0.0998 -0.2159 -0.2300 -0.8773 0.7232 0.0606 0.1876 0.0532 -0.2133 0.0564 0.0573 -0.2263 -0.0716 -0.2301 0.0770 0.0551 0.0793 0.0808 0.0771 -0.2408 0.8110 0.0718



A 13-piece molecular cluster, C54H56Br2F8N4O8 overall in a non-equilibrium geometry. Source: the Open Molecules 2025 dataset; level of theory: ωB97M-V with the def2-TZVPD basis set.

Output
Kohn-Sham gap   8.45 eV
HOMO level   -9.06 eV
Energy relative to the best compared isomer or geometry (same formula, charge and spin)   0.0 kcal/mol

Geometry as ORCA input:
```
! wB97M-V def2-TZVPD RIJCOSX def2/J DEFGRID3
* xyz 0 1
C 1.37193 3.50116 5.10825
H 0.18168 4.62030 -6.13474
H 1.90297 3.17243 3.00630
C -0.18368 -0.09274 -3.55125
C 4.32775 4.04585 -1.22936
C 1.57899 -5.79160 3.88647
H -1.99803 4.61785 3.46811
N -0.90427 6.14290 -4.98229
H 6.21437 1.77179 1.41690
H 2.29635 3.11842 5.51491
C 0.87099 0.72495 -0.01454
C 4.84135 5.19104 0.81715
H 0.54335 -2.02215 7.07753
F 0.32188 3.80719 7.26131
C 0.78000 -5.65105 1.62661
C 1.81473 -5.28268 -4.45185
C 0.56335 -5.59813 3.01547
C -4.70696 -4.30661 -1.94879
H 0.21264 -1.27648 0.60086
O -1.62436 6.49633 -5.91733
H -1.02874 -7.04403 -4.03741
N 3.16203 -2.42916 0.49662
C -0.96640 0.47140 5.27813
H 3.14966 6.50090 1.55267
C -1.61920 -1.66537 4.39887
C -6.00564 2.36242 -1.80361
H 2.80483 -4.06226 -2.88454
C 0.23279 5.18514 -5.20391
C -8.09970 2.84783 -0.75783
C -1.06051 4.41687 3.96518
O 2.91893 -1.80220 1.56293
O 4.70202 0.23389 -0.41018
C 0.67754 -5.97318 -4.75313
H -6.48294 -3.24631 -1.49085
F 6.36829 3.52963 -0.15696
C 3.59701 5.88995 0.78258
H 0.27556 0.37878 7.07363
H -5.49554 -1.92553 0.44963
H -0.37716 -0.09400 1.73104
H -8.81479 3.59501 -0.44677
C -7.35483 0.56689 -0.92167
C -6.20101 1.01592 -1.56839
H 1.11461 5.82570 -5.19020
H 5.01901 0.59514 1.98929
H 2.63948 -1.85625 -2.96616
H -0.79359 -3.36995 5.38807
O -4.42872 5.20975 -1.93654
C 1.16169 3.48288 3.72778
C 2.00110 -1.03063 -3.24408
C 2.76553 5.66911 -0.33650
F 2.69301 -5.06255 -5.46407
F -0.62954 -5.14710 3.45506
F -9.36822 1.10968 0.21960
H -1.80494 4.52207 5.94019
C 5.15317 4.24440 -0.14769
O 2.45134 -2.44622 -0.48546
H -1.13308 1.52839 5.42446
C 5.96092 0.71229 1.45341
C 0.62814 -1.19126 -3.25404
H -1.22497 5.18782 -1.48064
C -2.85210 -3.78380 -0.47054
C -0.18562 -0.26431 0.67160
H 0.22532 4.58138 -4.29643
C 2.97230 -6.39569 2.00624
H -0.17562 3.83374 2.12597
H -5.06724 -4.88902 -2.78388
H 3.94959 -6.64009 1.61693
H -2.71948 -5.05474 -2.20108
C 1.83262 1.21582 -4.03063
H 0.19483 -2.14673 -2.99766
H -0.53484 -6.26647 -1.62925
H 4.60467 3.33569 -1.99447
C -8.25258 1.52286 -0.48726
H 6.59880 0.05215 2.04114
H -2.24944 -2.18176 3.68998
H -2.49119 4.23999 -0.56927
H 1.82713 0.60181 0.49412
O 6.88992 -0.18930 -0.45042
H -3.13526 -2.34573 1.01719
C -1.60427 -0.26436 4.27649
C 3.11669 4.74249 -1.29884
F -2.35015 0.33716 3.33327
H -7.43377 -0.49012 -0.71456
H -5.34804 0.40018 -1.81275
C -0.19660 -0.18801 6.28483
H 5.04107 -2.48656 -0.45054
C 0.47760 1.10277 -3.99368
N 5.86311 0.20663 0.06632
Br 0.41111 2.57897 -0.23873
H 0.43863 -6.27847 -5.76117
C -6.94892 3.32334 -1.42631
H 5.56724 5.40267 1.58832
C -0.07315 -1.54448 6.33043
H -5.18057 2.68438 -2.42169
C -2.19817 4.69804 -1.51395
H -6.69905 4.34072 -1.68882
C -5.43647 -3.35793 -1.24828
H 5.16847 -2.76938 1.20081
H 1.39140 -5.73109 4.94833
C 4.53772 -3.02817 0.35035
H 1.78435 6.11966 -0.36320
C -5.00778 -2.70717 -0.11387
O -1.00091 6.49200 -3.80610
Br -1.84122 -0.33178 -0.35831
O -3.10565 6.85938 -1.50843
C -0.95522 4.31430 5.30676
H 1.21918 -4.61833 -1.24030
C -3.37237 -4.43358 -1.60586
C -0.21417 -6.40123 -3.73791
N -3.33761 5.67476 -1.67259
C 0.28254 3.88129 5.88106
H 3.68101 0.19949 -3.67662
C -3.66449 -2.87506 0.23865
C -0.00205 3.96092 3.18432
H 1.18734 0.38311 -1.00003
F -0.25013 2.12744 -4.39987
C -0.01089 -5.88159 -2.49166
C 2.00817 -4.72919 -3.17945
H -1.25126 -0.25333 -3.58071
C 1.98474 -6.04239 1.14368
H 2.25175 2.16359 -4.33472
C 1.03445 -5.00759 -2.23063
C 2.78063 -6.23101 3.39606
H 2.12666 -6.15620 0.07912
C 2.60315 0.13379 -3.69376
C -0.80691 -2.29133 5.33507
H 2.59370 4.70637 -2.24308
H 3.57517 -6.50492 4.07435
H 4.57241 -4.09644 0.13661
F -1.55378 -3.91690 -0.11856
H -0.01263 -5.46091 0.91809
H -2.26602 4.09362 -2.41847
*
```

Here are the Löwdin charges for atoms 1 to 99, given in e: -0.0138 0.1004 0.0989 -0.0111 -0.0199 -0.0316 0.1119 -0.4126 0.0890 0.1138 -0.6554 -0.0120 0.0969 0.0182 -0.0037 -0.2658 -0.2613 -0.0760 0.0326 0.0747 0.1072 -0.3738 0.0090 0.1028 -0.0177 -0.1061 0.0982 0.0424 -0.0171 -0.0882 0.0375 0.0213 -0.0132 0.0983 -0.0027 -0.0466 0.1012 0.1052 0.0417 0.1145 -0.0133 -0.0839 0.1007 0.0929 0.0752 0.0853 0.0451 -0.0895 -0.1114 -0.1051 0.0509 0.0574 0.0232 0.1175 -0.2429 0.0535 0.0939 0.0353 -0.0827 0.0712 -0.2718 -0.5734 0.0744 -0.0929 0.0236 0.1071 0.0997 0.0916 -0.0377 0.1037 0.1012 0.1162 -0.2690 0.1006 0.1085 0.0946 0.0429 0.0817 0.0611 -0.2830 -0.1188 0.0530 0.1022 0.0959 -0.0912 0.0835 -0.2994 -0.4138 0.7216 0.1163 -0.0517 0.1086 -0.0837 0.0898 0.0132 0.0885 -0.1108 0.0934 0.1231



What did the second record say?
C17H21N2O as an isolated structure in a non-equilibrium geometry. Source: the Open Molecules 2025 dataset; level of theory: ωB97M-V with the def2-TZVPD basis set.

Output
Kohn-Sham gap   5.92 eV
HOMO level   -10.01 eV
Energy relative to the best compared isomer or geometry (same formula, charge and spin)   130.6 kcal/mol

Geometry as ORCA input:
```
! wB97M-V def2-TZVPD RIJCOSX def2/J DEFGRID3
* xyz 1 1
H -3.11590 -1.08511 0.25790
C -1.01139 -2.25671 2.35034
H -0.71367 1.31927 0.73011
H -3.07045 0.09019 1.61877
H 4.63579 -1.67891 1.90443
H 3.14999 -3.50057 1.06171
H -1.89000 -2.53059 2.94152
C -0.88257 0.77698 -0.20069
H 1.37397 1.13146 1.58265
C 1.78505 0.13254 1.45422
O -2.30831 0.58574 -2.04748
H 3.71817 0.61807 2.25586
C 3.60621 -1.45506 1.63208
C 0.65973 2.44944 -1.37465
H 0.83432 -2.96780 0.37245
N 0.12522 1.20547 -1.27204
H 0.29967 3.22524 -0.69418
H -0.70820 -3.15702 1.80845
H -4.22326 1.33213 -0.47125
C 2.78124 -2.47328 1.14233
C 1.65104 2.67916 -2.33458
H -3.20317 2.47184 0.41497
H -0.20835 -2.00268 3.04612
H 1.27847 -0.26565 -4.03727
C -3.33612 1.97746 -0.53514
C 3.10414 -0.16640 1.81482
H -0.41471 -0.50880 -2.29325
H 2.66413 1.86499 -4.10078
C -0.48775 -0.51032 0.63778
N -1.36627 -1.14206 1.43931
C 1.19956 0.51637 -3.28419
C -2.80058 -0.93189 1.30319
C -2.21491 1.09431 -0.93926
C 1.46264 -2.17069 0.77707
H -0.84442 -0.53343 -0.58847
C 0.95930 -0.85665 0.92188
H 2.18436 3.63025 -2.34270
C 0.28816 0.31411 -2.27739
C 1.92682 1.70810 -3.30419
H -3.57353 2.72512 -1.31564
H -3.31445 -1.65464 1.94520
*
```

Charges per atom according to Löwdin partitioning, unit e: 0.0974 -0.0285 0.1472 0.0984 0.1110 0.1157 0.0881 -0.1934 0.1111 -0.0326 0.0843 0.1102 -0.0694 0.0232 0.1174 0.0228 0.1528 0.0798 0.1056 -0.0547 -0.0031 0.0814 0.0991 0.1332 -0.0013 -0.0632 0.1349 0.1335 -0.2407 -0.1870 0.0104 -0.0316 -0.3811 -0.0398 0.1383 -0.1828 0.1265 -0.0198 0.0020 0.1117 0.0930